1.
{"formula": "C7H11NO2", "method": "the ωB97M-V functional and the def2-TZVPD basis", "mol_weight_g_mol": 141.17, "total_energy_ev": -13016.3754, "orbital_gap_ev": 6.72, "de_lowest_kj_mol": 666.37, "homo_energy_ev": -7.8622, "species": ["C", "C", "C", "C", "C", "C", "C", "N", "O", "O", "H", "H", "H", "H", "H", "H", "H", "H", "H", "H", "H"], "coordinates": [[2.634, -0.326, -0.069], [1.303, -0.131, -0.908], [-1.030, 0.930, 0.139], [-1.231, -0.508, -0.222], [0.086, -0.028, -0.091], [-1.201, 1.428, 1.535], [-1.669, -1.116, -1.544], [2.443, -0.536, 1.184], [3.716, -0.262, -0.630], [1.335, -0.514, 1.907], [1.407, 0.607, -1.626], [1.059, -1.132, -1.347], [-1.181, 1.656, -0.638], [-1.808, -1.114, 0.610], [-2.245, 1.565, 1.784], [-0.803, 2.481, 1.458], [-0.637, 0.970, 2.270], [-1.849, -0.371, -2.324], [-2.586, -1.585, -1.421], [-0.952, -1.759, -1.868], [3.209, -0.256, 1.800]], "atomic_forces_ev_per_a": [[0.0, 0.8, -3.3], [-1.4, -3.6, 2.1], [1.4, -0.4, -0.3], [-3.1, -3.2, 2.1], [1.8, 1.7, 1.5], [-0.9, 3.2, -1.5], [-0.6, 3.2, 0.3], [1.4, 0.1, 3.6], [-0.1, 0.0, -0.1], [-3.1, 0.2, -1.8], [0.5, 1.5, -1.2], [1.1, 0.7, -0.5], [0.0, 0.4, -0.3], [1.7, 1.3, -1.2], [-0.3, -0.3, 0.3], [-0.3, -0.9, 0.4], [0.9, -1.4, 1.3], [0.3, 0.2, 0.1], [-1.6, -1.1, 0.3], [1.9, -2.1, -1.1], [0.2, -0.4, -0.7]]}

***

2.
{"formula": "C9H24LiO13PS3", "method": "the ωB97M-V functional and the def2-TZVPD basis", "mol_weight_g_mol": 474.39, "total_energy_ev": -78341.0964, "total_charge": -1, "orbital_gap_ev": [6.39, 6.13], "s_squared": 0.763, "homo_energy_ev": [-4.1394, -3.8862], "multiplicity": 2, "species": ["Li", "P", "O", "O", "O", "O", "O", "S", "O", "O", "C", "C", "C", "H", "H", "H", "H", "H", "H", "H", "H", "O", "S", "O", "O", "C", "C", "C", "H", "H", "H", "H", "H", "H", "H", "H", "O", "S", "O", "O", "C", "C", "C", "H", "H", "H", "H", "H", "H", "H", "H"], "coordinates": [[0.393, 0.577, -0.698], [2.510, 1.245, -2.037], [1.994, 1.625, -0.666], [3.972, 0.696, -2.076], [2.520, 2.284, -3.128], [1.555, 0.134, -2.453], [-3.249, 0.313, -2.686], [-2.317, -0.723, -2.304], [-1.455, -0.507, -1.172], [-3.270, -2.103, -2.006], [-4.696, -2.200, -2.362], [-5.415, -2.452, -1.034], [-1.465, -1.456, -3.747], [-4.782, -2.926, -3.170], [-5.087, -1.242, -2.703], [-5.084, -1.942, -0.129], [-5.211, -3.498, -0.809], [-6.497, -2.323, -1.064], [-0.800, -0.647, -4.050], [-2.261, -1.727, -4.441], [-0.849, -2.244, -3.314], [-1.128, 1.733, 0.094], [-2.012, 2.642, 0.896], [-2.695, 2.202, 2.138], [-1.171, 4.093, 1.169], [0.084, 3.891, 1.807], [0.686, 5.298, 2.001], [-3.280, 3.214, -0.303], [0.688, 3.239, 1.176], [-0.061, 3.414, 2.776], [0.827, 5.804, 1.045], [1.671, 5.282, 2.467], [-0.037, 5.870, 2.583], [-3.595, 2.298, -0.802], [-2.765, 3.858, -1.016], [-4.148, 3.529, 0.276], [3.505, -2.466, -0.451], [2.806, -1.822, 0.566], [1.430, -1.379, 0.426], [2.819, -2.681, 2.049], [3.968, -3.673, 2.228], [4.252, -3.873, 3.760], [3.877, -0.545, 1.211], [4.872, -3.295, 1.750], [3.773, -4.648, 1.781], [4.944, -4.715, 3.748], [3.415, -4.276, 4.331], [4.604, -3.045, 4.377], [4.814, -0.875, 1.658], [3.261, -0.047, 1.960], [4.091, 0.088, 0.349]], "atomic_forces_ev_per_a": [[0.9, -0.2, -0.5], [-0.2, -2.2, -0.5], [0.1, 1.2, 1.7], [-0.1, 0.6, 0.4], [0.6, 1.6, -0.6], [-1.3, -1.2, -0.4], [0.6, -0.2, 0.0], [-1.5, -1.8, -0.2], [-0.8, -0.8, -1.1], [0.6, 1.1, -0.2], [0.7, 2.1, 1.4], [-0.2, -1.9, 0.0], [0.1, 1.4, 1.7], [-0.2, -0.3, 0.4], [0.5, 0.1, -0.5], [0.5, 0.6, -0.6], [-0.3, -0.2, 0.3], [0.0, 0.0, -0.4], [0.1, -0.1, -0.4], [0.4, -0.1, 0.0], [-0.2, -0.2, -0.3], [-2.0, 2.3, 2.8], [0.7, -0.6, -0.8], [1.8, 0.8, -2.5], [-2.3, -2.1, -0.6], [1.3, 0.4, 0.2], [-0.4, -0.5, -0.4], [0.7, -1.0, 1.0], [0.3, 0.1, -0.1], [-0.1, 0.0, 0.1], [-0.1, -0.1, -0.1], [-0.2, -0.2, 0.2], [0.2, 0.2, 0.2], [0.3, -0.1, -0.1], [-0.4, 0.3, 0.3], [0.3, 0.8, -0.2], [0.8, -2.0, -1.7], [-1.1, 2.0, 3.9], [1.6, -0.8, 0.4], [1.2, -1.7, -1.5], [-0.9, 1.7, 1.4], [-0.6, -0.7, -0.9], [-0.8, 0.7, -0.5], [-0.1, 0.3, -0.1], [-0.6, 0.2, -0.1], [0.5, 0.2, 0.3], [-0.5, 0.1, -0.4], [0.3, 0.2, -0.7], [-0.3, -0.6, -0.2], [0.2, 0.3, -0.2], [-0.1, 0.4, 0.0]]}

***

3.
{"formula": "C3H5NO2", "method": "the ωB97M-V functional and the def2-TZVPD basis", "mol_weight_g_mol": 87.08, "total_energy_ev": -8773.4441, "orbital_gap_ev": 9.09, "de_lowest_kj_mol": 410.13, "homo_energy_ev": -9.0071, "species": ["C", "N", "C", "O", "C", "O", "H", "H", "H", "H", "H"], "coordinates": [[0.445, 0.862, 1.380], [-0.343, -0.080, 0.598], [-0.368, 0.142, -0.765], [-0.318, 1.200, -1.329], [0.010, -1.313, -1.663], [-1.209, -1.030, -1.416], [0.175, 1.874, 1.075], [0.198, 0.735, 2.437], [1.528, 0.731, 1.242], [-0.237, -1.047, 0.865], [0.134, -2.173, -2.360]], "atomic_forces_ev_per_a": [[0.1, 0.2, 0.1], [0.0, -0.1, -0.1], [0.0, 0.6, 0.1], [0.0, -0.5, 0.2], [-0.3, -0.2, -0.2], [0.3, 0.0, 0.0], [0.1, -0.1, 0.1], [0.0, 0.0, -0.2], [-0.2, 0.0, 0.0], [0.0, 0.1, 0.0], [0.1, 0.1, 0.1]]}

***

4.
{"formula": "C5H14NS", "method": "the ωB97M-V functional and the def2-TZVPD basis", "mol_weight_g_mol": 120.24, "total_energy_ev": -17730.1844, "total_charge": 1, "orbital_gap_ev": 8.53, "de_lowest_kj_mol": 105.70, "homo_energy_ev": -13.2315, "species": ["C", "C", "S", "H", "H", "H", "H", "H", "H", "C", "C", "C", "N", "H", "H", "H", "H", "H", "H", "H", "H"], "coordinates": [[1.268, -0.255, -2.931], [0.347, 0.000, -1.759], [-1.300, -0.761, -1.938], [0.761, 0.097, -3.841], [1.463, -1.327, -3.082], [2.234, 0.259, -2.801], [0.873, -0.399, -0.873], [0.241, 1.067, -1.617], [-0.925, -2.023, -1.922], [1.043, 0.797, 1.885], [0.057, -0.347, 1.960], [-2.286, 0.425, 1.693], [-1.161, 0.087, 1.165], [1.239, 1.090, 0.844], [0.628, 1.653, 2.444], [1.949, 0.407, 2.371], [0.478, -1.247, 1.472], [-0.254, -0.634, 2.973], [-3.110, 0.679, 1.063], [-2.437, 0.381, 2.763], [-1.106, 0.050, 0.131]], "atomic_forces_ev_per_a": [[-0.1, -0.1, -0.9], [1.1, -0.9, 0.3], [-0.2, 1.0, 0.0], [0.4, 0.0, 0.1], [0.0, 0.3, 0.2], [-0.4, -0.1, -0.1], [-0.5, 0.1, -0.1], [-0.4, 0.3, 0.0], [0.3, -0.6, 0.1], [0.1, -0.1, 0.7], [-0.6, -0.1, -1.1], [1.5, -0.8, -0.5], [-0.9, -0.3, 1.6], [0.1, -0.1, 0.4], [0.5, -0.2, -0.2], [0.0, 0.6, -0.2], [-0.5, 0.4, 0.1], [0.0, 0.3, -0.3], [-0.3, 0.3, -0.4], [0.2, 0.1, 0.1], [-0.1, -0.2, 0.1]]}

***

5.
{"formula": "C5H7NO", "method": "the ωB97M-V functional and the def2-TZVPD basis", "mol_weight_g_mol": 97.12, "total_energy_ev": -8830.4853, "orbital_gap_ev": [7.73, 7.65], "de_lowest_kj_mol": 551.66, "homo_energy_ev": [-7.9278, -7.9889], "smiles": "O=CC/C=C1\\CN1", "species": ["C", "N", "C", "C", "C", "C", "O", "H", "H", "H", "H", "H", "H", "H"], "coordinates": [[0.572, -0.020, 1.769], [1.339, -1.081, 1.058], [0.626, -0.099, 0.324], [-1.190, -0.506, -0.764], [-0.690, 0.849, -1.317], [0.705, 0.709, -0.763], [-0.887, -1.557, -1.306], [-0.262, -0.204, 2.425], [1.294, 0.732, 2.106], [0.721, -1.914, 1.029], [-1.910, -0.487, 0.079], [-1.194, 1.775, -1.031], [-0.748, 0.731, -2.410], [1.625, 1.073, -1.199]], "atomic_forces_ev_per_a": [[-0.3, 0.2, 0.5], [0.6, 0.0, 0.1], [1.0, 0.2, 0.7], [-0.8, -0.1, -0.8], [0.0, 0.1, 0.1], [0.2, 0.4, -0.2], [-0.7, 0.3, 0.2], [-0.2, -0.4, 0.0], [-0.6, 0.0, 0.3], [0.6, 0.3, -0.3], [0.1, 0.0, 0.0], [-0.4, -0.2, 0.1], [0.4, 0.2, 0.3], [0.1, -1.0, -0.9]]}

***

6.
{"formula": "C7H14Cl2Si", "method": "the ωB97M-V functional and the def2-TZVPD basis", "mol_weight_g_mol": 197.18, "total_energy_ev": -40411.2138, "orbital_gap_ev": 9.97, "de_lowest_kj_mol": 97.62, "homo_energy_ev": -9.3059, "smiles": "C=CCCCC[Si](C)(Cl)Cl", "species": ["Cl", "Cl", "C", "C", "C", "C", "C", "C", "C", "Si", "H", "H", "H", "H", "H", "H", "H", "H", "H", "H", "H", "H", "H", "H"], "coordinates": [[-0.752, -3.040, 0.451], [1.389, -0.676, 1.673], [-0.517, 3.051, 2.021], [-0.687, 1.855, 1.492], [-1.678, 1.669, 0.425], [-1.454, 0.424, -0.406], [-0.046, 0.480, -1.060], [2.269, -3.152, -0.538], [0.478, -0.861, -1.492], [0.941, -1.885, -0.030], [-1.022, 3.924, 1.660], [0.238, 3.277, 2.739], [-0.077, 1.011, 1.759], [-1.687, 2.529, -0.266], [-2.681, 1.704, 0.910], [-1.541, -0.454, 0.269], [-2.277, 0.321, -1.127], [0.673, 0.971, -0.394], [-0.132, 1.145, -1.933], [2.289, -4.024, 0.119], [3.243, -2.658, -0.569], [2.036, -3.473, -1.562], [1.318, -0.740, -2.163], [-0.326, -1.398, -1.978]], "atomic_forces_ev_per_a": [[0.5, 0.3, 0.1], [0.3, -1.3, -1.0], [0.7, 0.1, 0.1], [0.3, 0.9, 0.1], [-1.6, 0.3, -0.6], [0.2, -0.6, 0.6], [-1.0, 1.1, -0.4], [-0.4, 0.7, 0.4], [-0.1, 0.2, 0.6], [0.2, -1.2, 0.3], [-0.5, 0.2, -0.2], [0.4, -0.2, 0.6], [-0.2, 0.1, 0.4], [0.1, 0.0, 0.3], [0.4, -0.4, -0.5], [0.1, 0.4, -0.4], [0.5, -0.1, -0.1], [-0.2, -0.1, 0.0], [0.1, -0.1, 0.1], [0.1, 0.2, -0.1], [0.0, -0.2, 0.1], [-0.1, 0.0, 0.2], [0.3, -0.2, -0.2], [0.0, -0.3, -0.4]]}

***

Per-record largest force on an atom, hartree/bohr: 0.095, 0.088, 0.012, 0.036, 0.025, 0.034